{
  "formula": "C4H6N2O",
  "method": "the ωB97M-V functional and the def2-TZVPD basis",
  "de_lowest_ev": 5.476,
  "molar_mass_g_mol": 98.11,
  "fmax_ev_per_a": 4.35,
  "smiles": "[H]/N=C1\\NOCC1=C",
  "e_tot_ha": -340.59366,
  "homo_lumo_gap_ev": 9.610,
  "symbols": ["H", "H", "O", "C", "H", "H", "N", "C", "C", "H", "H", "C", "N"],
  "xyz": [[0.9273, 1.7625, 1.7330], [-1.5587, 2.9159, -0.2249], [0.9010, -0.1540, 1.5947], [-0.4778, 1.1288, 0.1351], [1.2106, -1.7443, 0.1472], [0.3791, -1.9781, -1.6001], [0.3618, 1.1004, 1.2161], [-0.1847, -0.4374, -0.3745], [-0.0281, -0.9263, -1.5840], [-0.5561, -0.6917, -2.4930], [-0.3239, -1.7299, 1.3238], [0.4763, -1.1518, 0.7591], [-1.1268, 1.9060, -0.6324]],
  "mulliken_charge": [0.22, 0.25, -0.33, 0.26, 0.29, 0.22, -0.01, 0.41, -0.83, 0.31, 0.23, -0.42, -0.60]
}